Entry 1:
Density functional theory data (wB97M-V/def2-TZVPD) for 2 unconnected molecules or ions with the total composition C4H14N2O in a non-equilibrium geometry.

ORCA input file:
```
! wB97M-V def2-TZVPD RIJCOSX def2/J DEFGRID3
* xyz 0 1
C 1.49 -0.98 -0.85
C 0.98 -1.39 0.51
C -0.57 -1.26 0.61
N -1.03 -0.04 -0.01
C -2.48 0.12 -0.09
N -2.86 1.32 -0.84
H 0.87 -1.40 -1.65
H 1.47 0.09 -1.05
H 2.50 -1.35 -1.03
H 1.41 -0.76 1.30
H 1.15 -2.43 0.73
H -1.00 -2.16 0.16
H -0.87 -1.27 1.67
H -0.66 0.74 0.51
H -2.95 0.16 0.90
H -2.79 -0.79 -0.62
H -2.39 2.13 -0.45
H -3.85 1.43 -0.62
O 3.57 2.35 0.29
H 3.92 2.90 0.99
H 4.12 2.58 -0.46
*
```

The value obtained for the energy relative to the best compared isomer or geometry (same formula, charge and spin) is 138.82 kJ/mol. The SMILES is CCCNCN.O. The HOMO energy is -0.316 hartree.

=====

Entry 2:
Density functional theory data (wB97M-V/def2-TZVPD) for 2 unconnected molecules or ions with the total composition C5H16N2O in a non-equilibrium geometry.

ORCA input file:
```
! wB97M-V def2-TZVPD RIJCOSX def2/J DEFGRID3
* xyz 0 1
C 0.77 1.74 1.77
N -0.15 1.21 0.78
C 0.52 0.21 -0.02
C 0.48 -1.12 0.85
C -0.48 -0.01 -1.30
C 0.14 -0.96 -2.37
N 1.45 -0.35 -2.98
H 0.23 2.63 2.27
H 0.84 1.02 2.51
H 1.82 2.03 1.46
H -1.07 0.97 1.20
H 1.50 0.48 -0.37
H 1.25 -1.08 1.60
H 0.81 -1.96 0.07
H -0.49 -1.36 1.28
H -1.40 -0.32 -0.97
H -0.69 0.91 -1.87
H 0.42 -1.91 -1.96
H -0.65 -1.20 -3.11
H 1.38 0.64 -3.25
H 1.67 -0.97 -3.72
O -2.36 -0.39 2.68
H -2.72 -1.06 2.02
H -1.71 -0.85 3.22
*
```

The value obtained for the energy relative to the best compared isomer or geometry (same formula, charge and spin) is 195.22 kJ/mol. The SMILES is CN[C@@H](C)CCN.O. The HOMO energy is -0.289 hartree.

=====

Entry 3:
Density functional theory data (wB97M-V/def2-TZVPD) for 2 unconnected molecules or ions with the total composition C5H14N3S in a non-equilibrium geometry.

ORCA input file:
```
! wB97M-V def2-TZVPD RIJCOSX def2/J DEFGRID3
* xyz 1 1
C 1.95 -0.67 0.34
C -1.00 1.15 1.29
C -2.10 -1.53 0.52
C -1.13 0.62 -0.18
C -1.42 -0.62 -0.41
N 3.01 -0.31 1.01
N 1.70 0.02 -0.78
N 0.99 -1.57 0.65
S -1.15 -1.61 -1.88
H -0.08 1.78 1.25
H -1.88 1.76 1.61
H -0.63 0.42 1.95
H -2.15 -1.07 1.49
H -3.13 -1.66 0.16
H -1.60 -2.49 0.72
H 0.72 -2.10 -0.18
H -0.74 1.37 -0.85
H 3.44 0.63 0.78
H 3.55 -0.94 1.59
H 2.52 0.35 -1.27
H 0.72 0.05 -1.05
H 1.35 -2.12 1.39
H -1.75 -0.85 -2.81
*
```

The value obtained for the energy relative to the best compared isomer or geometry (same formula, charge and spin) is 19.66 kJ/mol. The HOMO energy is -0.454 hartree.

=====

Entry 4:
Density functional theory data (wB97M-V/def2-TZVPD) for 2 unconnected molecules or ions with the total composition C5H11S in a non-equilibrium geometry.

ORCA input file:
```
! wB97M-V def2-TZVPD RIJCOSX def2/J DEFGRID3
* xyz -1 1
C -0.77 1.59 -1.83
S -1.29 -0.11 -2.33
H -0.06 1.93 -2.57
H -1.63 2.29 -1.87
H -0.26 1.72 -0.83
C -0.33 -0.62 0.94
C 0.98 -0.93 0.77
C 1.44 -1.41 -0.57
C -0.76 0.17 2.14
H -1.03 -0.69 0.08
H 1.75 -0.61 1.55
H 2.38 -1.02 -0.78
H 1.51 -2.53 -0.65
H 0.72 -1.03 -1.35
H 0.08 0.54 2.71
H -1.46 -0.33 2.81
H -1.28 1.03 1.76
*
```

The value obtained for the energy relative to the best compared isomer or geometry (same formula, charge and spin) is 39.77 kJ/mol. The HOMO energy is -0.088 hartree.

=====

no.,DFT total energy (a.u.)
1,-345.523309
2,-384.783725
3,-761.099631
4,-595.276007